1.
Density functional theory data (ωB97M-V with the def2-TZVPD basis set) for an isolated ion of composition C11H26N3 and charge +1.

Results
**SMILES**: CC[C@@](C)(NN(C)C)/[N+](C)=C\C(C)C
**Kohn-Sham gap**: 8.753 eV
**Energy**: -598.602722 Ha
**E_LUMO**: -3.703 eV
**Energy above the lowest of the compared OMol25 structures with the same formula, charge and spin**: 0.0 kJ/mol

Geometry as ORCA input:
```
! RIJCOSX wB97M-V def2-TZVPD def2/J DEFGRID3
* xyz 1 1
C 0.174 -3.629 -1.252
C -0.363 -2.763 -0.041
C 0.129 -1.289 -0.143
C 1.666 -1.173 -0.415
N -0.583 -0.644 -1.254
N -0.842 0.708 -1.216
C -2.307 1.016 -1.253
C -0.117 1.335 -2.323
N -0.278 -0.508 1.066
C -1.079 -1.122 2.151
C -0.300 0.835 1.198
C 0.866 1.758 0.895
C 0.529 3.210 0.612
C 1.846 1.557 2.132
H -0.026 -3.273 -2.359
H -0.321 -4.685 -1.300
H 1.254 -3.855 -1.028
H 0.128 -3.328 0.793
H -1.445 -2.666 0.017
H 2.049 -0.131 -0.288
H 1.669 -1.335 -1.434
H 2.222 -1.806 0.335
H -1.405 -1.165 -1.460
H -2.697 0.876 -2.320
H -2.928 0.432 -0.716
H -2.573 2.091 -0.980
H 0.946 1.014 -2.119
H -0.668 0.898 -3.176
H -0.250 2.461 -2.264
H -1.819 -0.460 2.442
H -1.604 -2.053 1.877
H -0.357 -1.229 2.969
H -0.836 1.339 2.053
H 1.511 1.560 0.012
H 1.158 3.694 -0.132
H 0.439 3.889 1.489
H -0.582 3.120 0.308
H 1.821 2.396 2.825
H 2.861 1.511 1.722
H 1.584 0.603 2.622
*
```

2.
Density functional theory data (ωB97M-V with the def2-TZVPD basis set) for C11H27AuCl2SbSe2 as an isolated structure.

Results
**Kohn-Sham gap**: 7.304 eV
**Energy**: -6534.222995 Ha
**E_LUMO**: -3.667 eV
**Energy above the lowest of the compared OMol25 structures with the same formula, charge and spin**: 0.0 kJ/mol

Geometry as ORCA input:
```
! RIJCOSX wB97M-V def2-TZVPD def2/J DEFGRID3
* xyz 1 1
Au -1.772 -1.015 -1.345
C 3.517 -1.504 -0.290
Se 1.793 -2.131 -0.944
C 1.529 -3.529 0.395
C 1.081 -3.039 1.760
Se -0.739 -2.349 1.696
C -0.831 -1.771 3.551
H 3.809 -0.647 -0.894
H 4.255 -2.290 -0.404
H 3.442 -1.199 0.752
H 2.477 -4.054 0.471
H 0.807 -4.222 -0.034
H 1.727 -2.250 2.141
H 1.087 -3.863 2.471
H -0.754 -2.629 4.211
H -1.795 -1.290 3.699
H -0.035 -1.061 3.758
Cl -3.961 -1.697 0.217
C -5.385 -1.865 -0.859
Cl -5.297 -3.317 -1.833
H -5.407 -1.007 -1.514
H -6.258 -1.906 -0.226
C -2.255 2.985 0.021
C -1.296 2.836 -1.162
Sb -0.246 0.991 -1.094
C 1.218 1.154 -2.634
C 1.880 2.529 -2.743
C 0.701 1.073 0.804
C 1.489 2.368 1.024
H -2.716 3.973 0.018
H -1.745 2.869 0.980
H -3.058 2.246 -0.019
H -0.542 3.623 -1.179
H -1.820 2.860 -2.117
H 0.682 0.892 -3.547
H 1.938 0.359 -2.445
H 1.151 3.322 -2.912
H 2.570 2.541 -3.589
H 2.453 2.786 -1.852
H 1.320 0.176 0.853
H -0.105 0.949 1.527
H 2.336 2.454 0.343
H 1.888 2.389 2.041
H 0.871 3.260 0.903
*
```

3.
Density functional theory data (ωB97M-V with the def2-TZVPD basis set) for a 5-piece molecular cluster, C11H27BrCl9OP2 overall.

Results
**Kohn-Sham gap**: 4.730 eV
**Energy**: -7908.997509 Ha
**E_LUMO**: 1.707 eV

Geometry as ORCA input:
```
! RIJCOSX wB97M-V def2-TZVPD def2/J DEFGRID3
* xyz -1 1
C -1.617 -1.348 3.698
C -2.977 -1.787 3.111
Cl -3.266 -0.831 1.602
C -4.117 -1.664 4.095
P -5.918 -2.138 3.523
P -6.306 0.093 2.930
O -7.453 0.504 4.074
Br -7.646 -0.235 1.136
H -1.744 -1.067 4.744
H -0.906 -2.174 3.668
H -1.207 -0.494 3.166
H -2.881 -2.822 2.785
H -4.085 -0.662 4.540
H -3.904 -2.383 4.893
H -6.374 -1.756 4.891
H -7.295 -2.477 3.131
H -5.465 -2.418 2.160
H -5.682 -3.524 3.962
H -6.994 0.963 4.770
Cl 1.900 -0.209 -0.780
C 0.387 -0.251 -1.735
C -0.774 -0.800 -0.952
Cl -0.580 -2.537 -0.606
H 0.582 -0.843 -2.625
H 0.178 0.774 -2.036
H -1.686 -0.693 -1.537
H -0.913 -0.292 -0.002
Cl 0.903 1.707 -5.201
C 1.082 0.574 -6.565
C 0.252 -0.670 -6.381
Cl 0.854 -1.675 -5.039
H 2.137 0.332 -6.657
H 0.758 1.098 -7.462
H 0.295 -1.278 -7.283
H -0.786 -0.425 -6.171
Cl 1.920 4.850 -0.166
C 3.235 3.647 -0.284
C 4.410 3.996 0.589
Cl 5.275 5.454 0.017
H 3.528 3.579 -1.328
H 2.822 2.688 0.026
H 5.118 3.170 0.559
H 4.104 4.178 1.616
Cl 5.583 1.060 -2.485
C 6.766 0.206 -1.462
C 6.116 -0.442 -0.268
Cl 5.488 0.774 0.873
H 7.520 0.927 -1.157
H 7.235 -0.559 -2.079
H 6.845 -1.045 0.269
H 5.281 -1.074 -0.562
*
```

4.
Density functional theory data (ωB97M-V with the def2-TZVPD basis set) for C11H27IrN7OS as an isolated structure.

Results
**Kohn-Sham gap (alpha / beta)**: 8.308 / 4.342 eV
**Energy**: -1394.850744 Ha
**E_LUMO (alpha / beta)**: -13.109 / -17.075 eV

Geometry as ORCA input:
```
! RIJCOSX wB97M-V def2-TZVPD def2/J DEFGRID3
* xyz 4 2
Ir -0.531 0.532 -0.178
N -0.142 -0.037 -2.257
C 1.181 0.467 -2.708
C 2.172 0.255 -1.579
N 1.752 1.029 -0.391
C 2.231 0.504 0.903
C 1.546 1.216 2.052
N 0.055 1.134 1.879
C 1.969 2.485 -0.580
C 0.734 3.295 -0.244
N -0.467 2.587 -0.749
H -0.117 -1.055 -2.247
H -0.883 0.214 -2.913
H 1.083 1.517 -2.981
H 1.520 -0.057 -3.603
H 3.174 0.542 -1.913
H 2.217 -0.802 -1.307
H 3.319 0.594 1.014
H 1.994 -0.559 0.931
H 1.832 2.262 2.124
H 1.861 0.743 2.982
H -0.400 1.989 2.192
H -0.323 0.413 2.488
H 2.253 2.666 -1.615
H 2.804 2.832 0.034
H 0.809 4.285 -0.702
H 0.613 3.459 0.823
H -0.490 2.601 -1.769
H -1.299 3.097 -0.454
S -5.017 -0.169 -0.708
C -4.755 1.396 -0.091
C -3.433 1.641 0.059
N -2.628 0.584 -0.327
C -3.356 -0.444 -0.735
H -5.571 2.066 0.139
H -3.015 2.554 0.450
H -2.937 -1.376 -1.082
C 0.105 -5.398 0.794
N 0.083 -4.060 0.334
C -0.073 -2.841 1.094
N -0.070 -3.002 2.401
O -0.176 -1.789 0.457
H -0.067 -6.085 -0.037
H -0.605 -5.575 1.613
H 1.112 -5.654 1.209
H 0.135 -3.920 -0.678
H 0.049 -3.904 2.846
H -0.247 -2.230 3.029
*
```

5.
Density functional theory data (ωB97M-V with the def2-TZVPD basis set) for C11H27N2O11P2ReS2 as an isolated structure.

Results
**Kohn-Sham gap (alpha / beta)**: 7.531 / 7.475 eV
**Energy**: -2929.922218 Ha
**E_LUMO (alpha / beta)**: -4.479 / -4.150 eV
**Energy above the lowest of the compared OMol25 structures with the same formula, charge and spin**: 0.0 kJ/mol

Geometry as ORCA input:
```
! RIJCOSX wB97M-V def2-TZVPD def2/J DEFGRID3
* xyz 1 2
Re 0.551 -1.817 -0.002
O -2.676 -3.258 1.218
S -1.551 -2.481 1.575
O -1.448 -1.982 2.919
O -1.283 -1.293 0.561
O -0.187 -3.205 1.160
C 2.780 -1.424 -3.959
C 1.873 -2.531 -3.433
O 1.615 -3.559 -4.380
P 2.591 -3.412 -1.980
O 4.105 -3.624 -2.328
O 1.990 -4.852 -1.912
O 2.377 -2.582 -0.745
P 0.304 -1.928 -2.728
O -0.523 -1.451 -3.963
O -0.274 -3.021 -1.851
O 0.618 -0.782 -1.750
H 3.731 -1.845 -4.278
H 2.964 -0.660 -3.204
H 2.298 -0.944 -4.812
H 1.437 -3.152 -5.239
H 4.529 -4.413 -1.961
H 1.019 -4.864 -1.822
H -1.462 -1.270 -3.810
C -3.718 0.299 2.798
C -3.548 1.788 3.085
C -2.203 2.351 2.632
C -0.994 1.773 3.381
N -0.301 0.652 2.706
C 0.832 0.712 2.061
S 1.689 -0.812 1.679
N 1.461 1.836 1.718
C 0.855 3.138 1.333
C 1.181 3.467 -0.117
C 0.740 2.414 -1.129
C -0.769 2.180 -1.156
H -4.729 -0.034 3.029
H -3.039 -0.317 3.395
H -3.529 0.079 1.741
H -3.667 1.976 4.157
H -4.337 2.354 2.586
H -2.198 3.435 2.773
H -2.082 2.168 1.559
H -1.309 1.372 4.345
H -0.242 2.531 3.581
H -0.680 -0.290 2.840
H 2.383 1.680 1.336
H 1.244 3.915 1.990
H -0.217 3.071 1.486
H 2.259 3.643 -0.207
H 0.694 4.422 -0.336
H 1.254 1.467 -0.931
H 1.081 2.736 -2.116
H -1.144 1.793 -0.202
H -1.034 1.445 -1.918
H -1.310 3.104 -1.375
*
```

6.
Density functional theory data (ωB97M-V with the def2-TZVPD basis set) for a 4-piece molecular cluster, C11H27NO4P overall.

Results
**Kohn-Sham gap**: 7.177 eV
**Energy**: -1132.002838 Ha
**E_LUMO**: -4.518 eV
**Energy above the lowest of the compared OMol25 structures with the same formula, charge and spin**: 260.4 kJ/mol

Geometry as ORCA input:
```
! RIJCOSX wB97M-V def2-TZVPD def2/J DEFGRID3
* xyz 1 1
C 1.907 1.551 2.505
C 0.293 1.839 2.510
P -0.711 0.643 1.355
C -0.234 -1.182 1.654
N -2.432 0.967 1.845
C -3.343 1.527 0.975
C -4.701 1.665 1.883
C -4.547 0.428 2.980
C -2.922 0.660 3.276
H 2.447 2.609 2.408
H 2.193 1.168 3.598
H 2.281 0.819 1.672
H -0.209 1.704 3.584
H -0.003 2.934 2.138
H -0.964 -1.943 1.097
H -0.233 -1.519 2.781
H 0.840 -1.405 1.187
H -3.116 1.822 -0.149
H -5.737 1.835 1.365
H -4.470 2.604 2.582
H -4.704 -0.615 2.469
H -5.185 0.629 3.948
H -2.643 1.519 4.050
H -2.570 -0.418 3.636
O 1.967 -0.071 -0.330
C 1.951 -0.889 -1.245
O 3.110 -1.336 -1.783
C 3.209 -2.418 -2.727
C 2.967 -1.926 -4.141
C 0.652 -1.338 -1.846
H 2.548 -3.244 -2.447
H 4.230 -2.801 -2.652
H 1.961 -1.515 -4.259
H 3.095 -2.740 -4.859
H 3.667 -1.121 -4.390
H 0.311 -0.588 -2.565
H -0.086 -1.433 -1.044
H 0.701 -2.311 -2.330
O 4.143 -3.398 -6.942
H 3.799 -3.962 -7.652
H 4.847 -2.888 -7.369
O -1.047 4.739 1.154
H -1.687 5.461 1.061
H -1.577 3.939 1.023
*
```

7.
Density functional theory data (ωB97M-V with the def2-TZVPD basis set) for C11H28GaN3O as an isolated structure.

Results
**Kohn-Sham gap**: 3.715 eV
**Energy**: -2599.993173 Ha
**E_LUMO**: -2.016 eV
**Energy above the lowest of the compared OMol25 structures with the same formula, charge and spin**: 128.4 kJ/mol

Geometry as ORCA input:
```
! RIJCOSX wB97M-V def2-TZVPD def2/J DEFGRID3
* xyz 0 1
C -1.173 5.229 2.365
C -2.716 4.856 2.516
C -3.066 3.446 1.846
C -1.857 2.437 1.945
N -2.314 1.041 1.763
Ga -0.920 -0.190 2.407
C -1.407 -0.609 4.384
N -0.922 -1.824 1.344
C -0.261 -1.717 0.261
C -0.023 -3.073 -0.570
C 0.326 -0.384 -0.356
H -0.598 4.706 3.174
H -1.024 6.334 2.510
H -0.818 4.937 1.346
H -2.992 4.857 3.604
H -3.297 5.687 2.026
H -3.361 3.641 0.782
H -3.972 3.000 2.338
H -1.097 2.752 1.168
H -1.335 2.490 2.940
H -2.431 0.932 0.747
H 0.457 0.636 2.371
H -2.249 -1.338 4.478
H -1.721 0.334 4.921
H -0.486 -0.956 4.938
H -0.284 -2.869 -1.646
H -0.618 -3.896 -0.117
H 1.086 -3.290 -0.557
H -0.342 0.501 -0.269
H 1.358 -0.203 0.048
H 0.466 -0.569 -1.458
C 1.630 -2.011 -4.908
C 2.196 -2.358 -3.573
O 2.035 -1.762 -2.554
N 2.984 -3.583 -3.402
C 4.446 -3.354 -3.629
H 1.214 -1.007 -4.870
H 2.415 -2.037 -5.667
H 0.843 -2.722 -5.169
H 2.637 -4.316 -4.026
H 2.843 -3.818 -2.410
H 4.594 -3.029 -4.657
H 4.958 -4.299 -3.458
H 4.794 -2.603 -2.923
*
```

8.
Density functional theory data (ωB97M-V with the def2-TZVPD basis set) for C11H28I2N2O2P as an isolated structure.

Results
**Kohn-Sham gap**: 9.018 eV
**Energy**: -1632.330322 Ha
**E_LUMO**: -3.275 eV

Geometry as ORCA input:
```
! RIJCOSX wB97M-V def2-TZVPD def2/J DEFGRID3
* xyz 1 1
C 2.585 2.988 2.296
C 2.361 1.726 1.419
P 0.659 1.822 0.760
C 0.947 2.669 -0.821
N 0.341 -0.018 0.232
N -0.680 -0.098 -0.787
C -0.190 -0.640 1.536
C -1.483 -0.100 2.149
C -2.790 -0.362 1.379
C -3.436 0.914 0.836
O -4.212 0.587 -0.292
C -4.309 1.607 -1.263
C 1.499 -0.895 -0.238
I 2.774 0.080 -1.625
C 1.093 -2.317 -0.712
C 2.106 -3.329 -0.181
I 0.818 -2.583 -2.807
H 1.682 3.598 2.407
H 3.358 3.623 1.862
H 2.903 2.710 3.300
H 3.081 1.679 0.599
H 2.477 0.815 2.011
H 1.955 2.576 -1.222
H 0.742 3.718 -0.575
H 0.218 2.383 -1.582
H -1.404 0.585 -0.581
H -0.229 0.150 -1.666
H -0.308 -1.701 1.349
H 0.641 -0.508 2.237
H -1.521 -0.605 3.120
H -1.368 0.961 2.378
H -2.627 -1.029 0.530
H -3.495 -0.875 2.036
H -2.670 1.668 0.577
H -4.073 1.377 1.601
H -3.455 1.594 -1.956
H -4.374 2.597 -0.799
H -5.220 1.430 -1.835
H 2.125 -0.996 0.650
H 0.095 -2.530 -0.351
H 1.967 -3.466 0.898
H 3.133 -2.996 -0.354
H 1.989 -4.302 -0.657
O 2.104 -5.181 -5.461
H 2.544 -4.378 -5.751
H 1.645 -4.951 -4.648
*
```

9.
Density functional theory data (ωB97M-V with the def2-TZVPD basis set) for C11H29BBr4Cl2NO7V2 as an isolated structure.

Results
**Kohn-Sham gap**: 1.978 eV
**Energy**: -14146.687289 Ha
**E_LUMO**: -1.285 eV

Geometry as ORCA input:
```
! RIJCOSX wB97M-V def2-TZVPD def2/J DEFGRID3
* xyz -1 1
O 6.921 1.328 1.118
V 5.807 1.809 0.149
O 6.285 1.517 -1.385
O -2.200 1.679 -0.952
V -1.710 2.700 0.165
O -2.873 3.683 0.555
O 2.997 7.225 -3.209
C 1.990 6.478 -3.907
C 0.712 5.896 -3.127
O 0.956 5.503 -1.822
H 2.414 5.617 -4.425
H 1.744 7.071 -4.788
H 0.307 5.022 -3.638
H 0.009 6.724 -3.031
B 2.530 -0.042 0.197
H 2.496 0.605 -0.666
H 3.294 -0.776 -0.004
H 2.773 0.546 1.069
H 1.564 -0.463 0.430
Br 0.775 -6.082 -2.717
C -0.456 -6.011 -1.126
C -1.318 -7.173 -1.286
Br -2.796 -7.058 0.077
H -1.011 -5.091 -1.313
H 0.129 -5.943 -0.209
H -0.742 -8.091 -1.164
H -1.750 -7.183 -2.287
Br -2.206 -2.358 -5.576
C -1.145 -0.944 -6.495
C 0.319 -0.961 -6.103
Br 1.381 -2.100 -7.426
H -1.572 0.019 -6.215
H -1.259 -1.193 -7.550
H 0.540 -1.352 -5.110
H 0.708 0.057 -6.093
C -2.722 2.480 5.125
C -2.010 1.268 4.613
C -2.913 0.133 4.013
O -3.390 0.484 2.725
C -4.192 -0.517 2.159
N -1.004 1.550 3.649
H -1.851 3.124 5.246
H -3.127 2.173 6.090
H -3.459 2.846 4.410
H -1.474 0.898 5.487
H -3.639 -0.211 4.750
H -2.345 -0.783 3.847
H -3.620 -1.445 2.164
H -4.426 -0.374 1.104
H -5.100 -0.585 2.758
H -0.783 0.595 3.407
H -0.184 1.841 4.162
C 4.164 -2.903 4.312
Cl 2.461 -2.866 4.764
Cl 5.131 -1.853 5.431
H 4.558 -3.918 4.374
H 4.311 -2.597 3.276
*
```

10.
Density functional theory data (ωB97M-V with the def2-TZVPD basis set) for a 3-piece molecular cluster, C11H29F3O9P3S overall.

Results
**Kohn-Sham gap**: 6.459 eV
**Energy**: -2834.950451 Ha
**E_LUMO**: -4.429 eV

Geometry as ORCA input:
```
! RIJCOSX wB97M-V def2-TZVPD def2/J DEFGRID3
* xyz 1 1
C -1.511 2.478 1.752
C -1.123 4.037 2.080
P -1.103 5.205 0.570
C -0.730 6.974 1.283
S -3.003 5.344 -0.411
C -4.422 4.731 0.645
O -5.033 5.876 1.340
C -5.940 5.456 2.419
F -7.107 4.716 1.875
F -6.469 6.731 3.031
F -5.251 4.744 3.548
H -0.918 2.002 0.861
H -1.234 1.853 2.726
H -2.655 2.308 1.574
H -1.778 4.508 2.930
H -0.008 4.021 2.505
H -1.048 6.936 2.414
H 0.421 7.190 1.124
H -1.427 7.750 0.748
H -2.922 4.403 -1.486
H -5.242 4.293 -0.085
H -4.158 3.877 1.400
C -4.183 -1.313 0.111
O -3.385 -1.980 -0.853
P -1.727 -1.488 -0.883
O -2.135 -0.084 -1.347
O -1.497 -2.441 -2.215
C -2.482 -2.512 -3.232
O -0.068 -0.996 -0.914
C 0.909 -1.871 -1.435
H -5.061 -1.929 0.321
H -3.620 -1.171 1.039
H -4.513 -0.349 -0.280
H -3.024 -1.567 -3.344
H -3.184 -3.318 -3.007
H -1.989 -2.744 -4.179
H 0.916 -1.815 -2.527
H 0.733 -2.899 -1.103
H 1.891 -1.553 -1.072
C 6.983 -2.280 0.670
O 6.595 -3.635 0.514
P 5.709 -3.969 -0.934
O 4.549 -3.091 -0.445
O 5.467 -5.514 -0.396
C 5.181 -5.768 0.969
O 4.822 -4.304 -2.381
C 4.805 -5.617 -2.901
H 7.827 -2.239 1.364
H 7.295 -1.859 -0.291
H 6.157 -1.700 1.085
H 4.612 -4.953 1.427
H 6.114 -5.923 1.517
H 4.591 -6.685 1.037
H 4.072 -6.222 -2.361
H 5.798 -6.073 -2.845
H 4.503 -5.572 -3.951
*
```